[1]
{"formula": "C2HCl2NO2", "method": "ωB97M-V with the def2-TZVPD basis set", "symbols": ["C", "C", "N", "O", "O", "Cl", "Cl", "H"], "coordinates": [[-0.55, 0.36, -0.77], [0.75, -0.13, -0.58], [-1.63, 0.71, -0.91], [2.34, -1.63, -0.81], [1.13, -1.21, -1.13], [-1.41, 0.53, 2.23], [1.66, 0.73, 0.54], [-2.30, 0.65, 1.43]], "energy_ha": -1202.234485, "relative_energy_kcal_mol": 50.6, "gap_ev": [8.8, 8.0], "multiplicity": 1, "lumo_energy_ev": [-2.0, -1.9], "e_homo_ev": [-10.8, -9.9]}

=====

[2]
{"formula": "C25H43Cl5CoN3O6Si", "method": "ωB97M-V with the def2-TZVPD basis set", "symbols": ["C", "C", "H", "H", "H", "C", "C", "H", "H", "H", "H", "Co", "Cl", "C", "O", "N", "C", "C", "H", "H", "H", "H", "H", "H", "H", "H", "H", "C", "C", "N", "H", "C", "O", "H", "H", "H", "H", "H", "H", "C", "C", "N", "H", "C", "O", "H", "H", "H", "H", "O", "C", "C", "C", "H", "C", "H", "C", "H", "C", "C", "H", "H", "H", "Si", "Cl", "C", "C", "C", "H", "H", "H", "H", "H", "H", "H", "H", "H", "Cl", "C", "Cl", "Cl", "C", "O", "O"], "coordinates": [[3.24, -2.17, -6.91], [2.67, -1.43, -8.07], [3.26, -3.25, -7.10], [2.67, -1.97, -6.00], [4.28, -1.86, -6.71], [2.62, -1.94, -9.31], [3.18, -3.27, -9.71], [2.20, -1.36, -10.13], [2.93, -4.06, -8.98], [4.27, -3.23, -9.80], [2.77, -3.57, -10.68], [1.21, -0.12, -1.46], [2.50, -1.16, -2.89], [0.04, 2.34, -2.24], [-0.26, 1.13, -2.00], [-0.81, 3.21, -2.78], [-2.20, 2.85, -2.99], [-0.28, 4.43, -3.41], [1.03, 2.75, -2.02], [-2.53, 2.22, -2.16], [-2.35, 2.31, -3.93], [-2.77, 3.78, -3.02], [0.65, 4.73, -2.90], [-1.03, 5.22, -3.32], [-0.05, 4.26, -4.48], [-3.49, 2.07, 2.78], [-1.38, 2.07, 4.55], [-3.19, 1.02, 2.64], [-1.31, 1.02, 4.24], [-1.77, 0.84, 2.87], [-3.43, 0.70, 1.62], [-0.91, 0.78, 1.83], [-1.23, 0.89, 0.64], [-0.26, 0.70, 4.32], [0.14, 0.62, 2.16], [-3.74, 0.42, 3.37], [-1.93, 0.42, 4.91], [0.57, -4.21, -0.78], [0.14, -2.91, -3.05], [-0.50, -4.46, -0.80], [-0.86, -3.36, -2.98], [-1.26, -3.52, -1.61], [-0.89, -4.40, 0.23], [-2.22, -2.75, -1.04], [-2.88, -1.88, -1.61], [-1.59, -2.73, -3.49], [-2.35, -3.00, 0.05], [-0.63, -5.48, -1.18], [-0.84, -4.35, -3.45], [0.97, -0.38, -6.84], [2.02, -0.09, -7.75], [0.43, 0.30, -9.70], [1.57, 0.68, -8.98], [-0.20, -0.51, -9.30], [0.14, 0.93, -10.92], [2.78, 0.51, -7.24], [2.37, 1.74, -9.44], [-0.74, 0.62, -11.48], [0.99, 1.92, -11.41], [2.11, 2.34, -10.67], [3.21, 2.07, -8.81], [0.78, 2.38, -12.38], [2.76, 3.12, -11.06], [-0.38, 0.30, -6.15], [0.62, -1.70, 0.00], [-1.93, -0.41, -6.91], [-0.29, 2.17, -6.30], [-0.27, -0.28, -4.41], [-2.01, -0.19, -7.98], [-2.81, 0.01, -6.40], [-1.93, -1.50, -6.78], [0.10, -1.31, -4.38], [-1.19, -0.21, -3.82], [0.50, 0.32, -3.92], [-0.24, 2.50, -7.34], [0.61, 2.55, -5.79], [-1.17, 2.64, -5.85], [3.28, 1.68, 3.05], [2.86, 2.48, 1.53], [1.27, 3.28, 1.76], [4.04, 3.71, 1.03], [2.84, 1.36, 0.38], [3.83, 0.65, 0.28], [1.76, 1.35, -0.31]], "energy_ha": -5567.588701, "s_squared": 3.7567, "charge": -1, "relative_energy_kcal_mol": 0.0, "gap_ev": [7.8, 7.7], "multiplicity": 4, "lumo_energy_ev": [2.3, 2.3], "e_homo_ev": [-5.6, -5.4]}

=====

[3]
{"formula": "C19H42IrNOP3S", "method": "ωB97M-V with the def2-TZVPD basis set", "symbols": ["Ir", "P", "P", "P", "H", "C", "C", "H", "C", "C", "C", "C", "C", "C", "C", "C", "C", "H", "H", "H", "H", "H", "H", "H", "H", "H", "H", "H", "H", "H", "H", "H", "H", "H", "H", "H", "H", "H", "H", "H", "H", "H", "H", "H", "H", "H", "C", "C", "C", "C", "C", "C", "S", "H", "H", "H", "H", "H", "H", "C", "C", "N", "O", "H", "H", "H", "H", "H"], "coordinates": [[-0.10, 0.60, 0.56], [1.68, 1.80, 1.35], [-1.45, 0.51, 2.42], [-1.06, 2.30, -0.61], [0.31, -3.26, -5.39], [0.49, -2.24, -5.72], [1.61, -1.54, -5.54], [2.36, -1.69, -4.77], [2.87, 0.67, 2.11], [1.26, 3.02, 2.63], [2.59, 2.81, 0.14], [-2.78, -0.69, 1.98], [-0.72, -0.03, 4.03], [-2.31, 2.06, 2.96], [-0.53, 2.46, -2.38], [-0.86, 3.99, 0.04], [-2.89, 2.19, -0.62], [-0.31, -1.82, -6.33], [1.82, -0.76, -6.26], [2.85, -0.31, 1.62], [2.66, 0.57, 3.17], [3.86, 1.12, 1.98], [0.90, 2.54, 3.55], [0.53, 3.76, 2.28], [2.20, 3.55, 2.86], [3.15, 2.18, -0.56], [3.30, 3.41, 0.72], [1.95, 3.48, -0.44], [-3.52, -0.82, 2.78], [-2.32, -1.65, 1.75], [-3.29, -0.34, 1.07], [-1.34, 0.27, 4.89], [0.27, 0.44, 4.18], [-0.60, -1.12, 4.06], [-3.01, 1.83, 3.77], [-2.86, 2.53, 2.14], [-1.56, 2.77, 3.34], [-1.14, 3.24, -2.85], [-0.69, 1.51, -2.91], [0.54, 2.71, -2.43], [-1.41, 4.66, -0.63], [0.18, 4.31, 0.10], [-1.32, 4.08, 1.04], [-3.26, 3.04, -1.22], [-3.32, 2.27, 0.39], [-3.20, 1.24, -1.07], [0.75, -1.90, -1.61], [-0.65, -2.09, -1.48], [-1.32, -2.96, -2.33], [-0.57, -3.86, -3.11], [0.83, -3.81, -3.08], [1.50, -2.88, -2.29], [1.48, -0.45, -1.08], [-0.20, 0.45, -1.18], [-1.18, -1.52, -0.71], [-2.40, -2.92, -2.33], [-1.09, -4.57, -3.77], [1.41, -4.42, -3.78], [2.59, -2.81, -2.24], [0.53, -4.03, 1.02], [0.57, -2.63, 1.57], [1.43, -2.25, 2.54], [-0.22, -1.74, 1.14], [-0.22, -4.63, 1.56], [1.52, -4.49, 1.10], [0.23, -4.01, -0.03], [1.29, -1.34, 2.96], [2.19, -2.82, 2.90]], "energy_ha": -2404.045694, "s_squared": 8.7873, "charge": 4, "relative_energy_kcal_mol": 44.0, "gap_ev": [6.3, 5.2], "multiplicity": 6, "lumo_energy_ev": [-12.1, -16.1], "e_homo_ev": [-18.3, -21.2]}